10
Properties=species:S:1:pos:R:3:lowdin_charge:R:1 method="wB97M-V/def2-TZVPD" lumo_ev=0.00 de_lowest_ev=3.191
C 0.101 0.065 -0.605 -0.511
H 0.039 0.774 -1.365 0.070
H -1.459 -1.676 -0.267 0.092
S 1.354 2.024 1.033 0.636
C 0.698 0.276 0.803 -0.759
S 0.596 -1.507 -1.393 0.882
H -1.846 -0.582 -1.693 0.149
H 0.801 1.826 2.581 0.061
O 0.638 -0.247 1.863 -0.022
C -0.922 -0.953 -0.957 -0.597

11
Properties=species:S:1:pos:R:3:lowdin_charge:R:1 method="wB97M-V/def2-TZVPD" lumo_ev=-0.57 de_lowest_ev=0.897
H 1.450 -1.855 0.670 0.109
S -0.700 -1.349 -0.416 0.857
C 0.738 0.999 -0.634 -0.497
H 0.418 0.471 -1.528 0.052
H 0.391 -0.842 1.678 0.079
C 0.722 -1.006 0.669 -0.454
C -1.722 0.092 -0.075 -1.468
H 1.372 1.888 -0.742 0.100
S -0.808 1.556 0.141 0.893
S -3.366 -0.040 0.073 0.574
O 1.506 0.087 0.163 -0.245

11
Properties=species:S:1:pos:R:3:lowdin_charge:R:1 method="wB97M-V/def2-TZVPD" lumo_ev=-0.47 de_lowest_ev=1.534
H 1.090 -1.296 -0.508 0.093
H -1.977 0.579 -1.351 0.057
S 0.306 1.407 -0.973 0.824
C 0.138 -1.385 0.138 -0.401
H -1.631 0.682 0.533 0.129
H 0.019 -2.437 0.495 0.096
S 0.650 -0.221 1.551 0.805
O -0.959 -0.996 -0.784 -0.251
C -1.287 0.365 -0.593 -0.435
C 1.174 1.204 0.583 -1.516
S 2.478 2.098 0.909 0.600

9
Properties=species:S:1:pos:R:3:lowdin_charge:R:1 method="wB97M-V/def2-TZVPD" spin_multiplicity=8 lumo_ev="-9.60 / -10.25" s2=15.76 charge=+2 de_lowest_ev=0.000
C 1.397 -0.229 -0.498 0.102
H 1.669 -1.080 0.130 0.095
H 2.179 0.511 -0.673 0.100
Tb -2.190 0.513 3.184 1.949
H -1.505 -0.652 -0.592 0.195
O -0.940 0.520 1.065 -0.224
C -0.645 -0.258 0.160 -0.289
C 0.139 -0.058 -1.032 -0.077
H -0.103 0.734 -1.744 0.148

9
Properties=species:S:1:pos:R:3:lowdin_charge:R:1 method="wB97M-V/def2-TZVPD" lumo_ev="-1.31 / -1.09" de_lowest_ev=1.408
P 2.382 3.050 1.895 0.562
H 1.796 -0.121 0.216 0.074
H -0.380 -0.968 -0.073 0.094
C 1.228 1.937 0.975 -1.011
C 0.984 0.623 0.245 -0.225
P 0.308 3.185 1.639 0.592
H -0.995 0.481 0.927 0.031
C -0.376 0.131 0.165 -0.192
H -0.860 0.618 -0.693 0.076

9
Properties=species:S:1:pos:R:3:lowdin_charge:R:1 method="wB97M-V/def2-TZVPD" lumo_ev="-0.92 / -0.92" de_lowest_ev=2.128
P -2.511 -1.163 0.008 0.776
C -3.960 -0.099 0.144 -1.013
H -0.096 1.036 0.650 0.030
H -0.207 -1.801 -0.189 0.007
C 0.129 0.261 0.055 -0.167
H 0.418 0.670 -0.890 0.077
P -5.230 0.789 -0.083 0.686
H 1.030 -0.070 0.404 0.037
C -0.771 -0.932 -0.029 -0.431

8
Properties=species:S:1:pos:R:3:lowdin_charge:R:1 method="wB97M-V/def2-TZVPD" lumo_ev="0.14 / -0.02" de_lowest_ev=3.339
C 0.812 -1.300 -0.714 -0.430
C 0.096 0.934 -0.057 -0.503
H 1.155 -2.170 -1.364 0.032
H -0.175 1.576 1.803 0.057
H -1.796 0.994 0.817 0.084
H 0.166 -1.430 0.084 -0.032
C -0.704 1.271 0.903 -0.096
S 0.447 0.124 -1.472 0.889

8
Properties=species:S:1:pos:R:3:lowdin_charge:R:1 method="wB97M-V/def2-TZVPD" lumo_ev=0.92 de_lowest_ev=1.098
H 1.906 0.612 -0.466 0.067
C -0.990 -0.323 0.969 -0.058
H -1.885 0.390 1.201 0.099
H -1.074 -1.318 1.510 0.077
S -0.117 1.377 -1.100 0.769
H 1.176 -0.760 -1.418 0.027
C 1.055 0.025 -0.820 -0.410
C -0.072 -0.004 0.123 -0.572

8
Properties=species:S:1:pos:R:3:lowdin_charge:R:1 method="wB97M-V/def2-TZVPD" lumo_ev=-0.37 de_lowest_ev=4.272
H 1.270 1.099 1.072 -0.163
C -1.528 -0.375 0.128 -0.011
H 2.774 0.486 -1.514 -0.066
H -3.451 -1.482 0.633 0.016
C 2.095 1.085 -0.815 -0.440
S 2.092 0.201 0.612 0.690
H -0.662 -0.041 -0.360 -0.033
C -2.591 -0.972 0.244 0.006

8
Properties=species:S:1:pos:R:3:lowdin_charge:R:1 method="wB97M-V/def2-TZVPD" lumo_ev=0.92 de_lowest_ev=0.781
H 0.437 -2.318 -0.250 0.072
C 0.494 -1.218 -0.055 -0.031
S -2.227 -0.313 -0.003 0.833
H -0.685 1.550 -0.897 0.062
H 1.583 -0.890 0.165 0.091
H -0.901 1.823 0.821 0.121
C -0.456 -0.343 0.101 -0.695
C -0.969 0.995 -0.028 -0.453

Computed values of M (unit: g/mol) for the preceding records, in sequence: 120.20; 152.27; 152.27; 214.99; 102.01; 102.01; 72.13; 72.13; 72.13; 72.13.
Computed values of maximum force (unit: eV/Å) for the preceding records, in sequence: 6.57; 1.86; 3.14; 9.46; 7.06; 4.82; 4.00; 4.81; 3.26; 3.86.